[1]
Formula: C8H22CuN2O14S3
Source: OMol25
Level of theory: ωB97M-V with the def2-TZVPD basis set

XYZ file:
```
50
Properties=species:S:1:pos:R:3:lowdin_charge:R:1
O 0.553 -3.183 2.256 -0.2222
C 1.226 -0.766 2.045 -0.4329
N 1.120 1.055 -2.175 0.0688
O -0.326 4.135 1.907 -0.2413
H -1.257 -2.903 -1.506 0.0822
O -1.654 1.239 2.673 -0.4119
N 0.659 0.346 1.334 0.0528
H 2.160 -1.070 3.874 0.0655
S -0.789 4.174 0.499 0.2279
H 0.725 1.675 -2.868 0.0310
H 2.937 -0.063 -4.307 0.0687
H 1.210 -2.310 -2.267 0.1161
H 0.669 -0.456 -3.573 0.1433
O -0.611 5.431 -0.251 -0.3397
H -0.505 -1.552 3.068 0.1281
C -0.039 -4.169 3.171 -0.1030
O -3.591 -0.159 2.595 -0.4424
H 1.856 -1.297 -0.927 0.1130
O -1.888 1.410 -2.180 -0.3792
O -2.308 0.704 0.633 -0.4027
O -2.148 3.925 0.795 -0.1175
H -2.056 -1.203 -1.573 0.1031
O -2.714 3.468 -3.020 -0.3885
Cu -0.688 0.927 -0.568 0.6467
H 2.719 0.351 3.191 0.0763
O -0.357 2.953 -0.165 -0.3482
H -1.108 -4.261 2.976 0.0734
C 1.798 -0.223 3.291 -0.0771
H -0.186 0.414 1.883 0.0219
C 2.816 -0.300 -3.250 -0.0717
H -0.631 -1.789 1.331 0.1214
S -2.873 0.981 1.976 0.1497
O -0.152 -1.126 -1.097 -0.2510
O -0.487 2.784 -3.605 -0.4084
C 1.366 -0.247 -2.762 -0.3781
H 2.014 1.486 -1.986 0.0823
H 0.438 -5.148 3.126 0.0653
O -3.587 2.206 2.010 -0.3569
O -2.397 1.624 -4.395 -0.4093
C -1.194 -1.844 -1.754 -0.0625
S -1.841 2.343 -3.310 0.1166
C 0.062 -1.805 2.172 -0.1093
H 3.477 0.343 -2.669 0.0673
H 2.033 -1.167 1.432 0.1179
H -0.994 -1.919 -2.823 0.0835
C 1.095 -1.384 -1.702 -0.1854
H 1.219 1.159 1.546 0.0952
H -0.071 -3.767 4.183 0.0680
H 3.261 -1.289 -3.133 0.0557
H 1.038 0.268 3.899 0.0974
```

Calculated values
- HOMO level (spin up / spin down): 1.28 / 1.30 eV
- LUMO level (spin up / spin down): 6.04 / 6.04 eV
- Total charge: -3
- 2S+1: 3
- Total energy: -4315.72871 hartree

---

[2]
Formula: C8H22F6N9O10S2Zn
Source: OMol25
Level of theory: ωB97M-V with the def2-TZVPD basis set

XYZ file:
```
58
Properties=species:S:1:pos:R:3:lowdin_charge:R:1
C 0.407 -2.999 1.798 -0.5823
O -2.703 -1.771 0.463 -0.3087
N 1.943 2.812 2.039 0.1951
H 3.892 -2.482 -0.680 0.1103
N 3.755 1.553 1.323 0.1877
O -2.929 1.993 2.654 -0.2312
H -1.713 2.145 -2.932 0.1267
N -2.263 -2.593 -2.222 0.1943
N -0.509 -2.908 2.788 0.2081
H 0.655 -4.979 2.209 0.1057
H 0.201 3.369 -3.592 0.0796
N 3.608 0.098 -2.560 0.1658
C -1.100 -1.910 -2.371 -0.5936
H 0.964 2.890 2.277 0.0538
H 4.401 2.306 1.457 0.1085
F -1.555 1.227 5.041 0.2183
H 3.136 0.978 -2.608 0.0983
C 3.140 -0.865 -1.677 -0.6056
H 2.582 3.549 2.271 0.1142
O -0.548 -1.359 -1.417 -0.0152
O 2.098 -0.724 -1.064 0.0152
N -0.596 -1.869 -3.636 0.1812
H 0.334 1.294 -2.142 0.0918
H -2.674 -2.574 -1.297 0.0773
O -0.542 3.865 -3.233 -0.0453
O 1.664 0.698 1.237 -0.0334
H -0.846 -3.748 3.218 0.1187
C -1.327 3.022 -2.400 -0.2220
F -3.876 1.769 0.038 0.1395
H 0.056 3.435 -0.852 0.1336
C 2.410 1.660 1.512 -0.5827
F -1.164 -0.625 3.982 0.0989
C -0.987 0.708 3.998 -0.6334
N 4.002 -1.918 -1.502 0.1776
C -3.886 0.455 -0.189 -0.6700
O -3.617 -0.610 2.323 -0.2483
O 0.099 1.379 -1.214 -0.0990
H -2.781 -2.851 -3.040 0.1131
O 0.770 -2.030 1.120 -0.0071
H -0.918 -2.013 2.992 0.0650
F -5.112 0.012 -0.081 0.1906
Zn 0.253 -0.301 0.125 0.6329
H -1.423 2.541 -0.366 0.0861
H 4.307 -0.183 -3.221 0.0988
H 0.164 -1.280 -3.918 0.1034
C -0.626 2.620 -1.093 -0.1735
H 4.022 0.678 0.911 0.1051
H 4.897 -1.849 -1.948 0.1009
H 1.691 -4.336 0.943 0.1071
S -2.865 -0.475 1.108 0.6149
N 0.935 -4.243 1.591 0.1833
F 0.330 0.938 3.993 0.1460
S -1.638 1.452 2.385 0.6924
F -3.368 0.249 -1.385 0.1575
H -2.173 3.639 -2.100 0.1306
H -0.878 -2.529 -4.339 0.1079
O -0.692 2.485 2.055 -0.3042
N -1.404 0.206 1.230 -0.2802
```

Calculated values
- ΔE to the lowest compared entry with this formula, charge and spin: 17.74 kcal/mol
- HOMO level: -12.92 eV
- LUMO level: -2.62 eV
- Total charge: +1
- Total energy: -4738.13759 hartree

---

[3]
Formula: C8H22NSi
Source: OMol25
Level of theory: ωB97M-V with the def2-TZVPD basis set

XYZ file:
```
32
Properties=species:S:1:pos:R:3:lowdin_charge:R:1
H -1.248 -3.670 -0.466 0.0538
H 3.150 -0.198 0.798 0.1555
C -2.229 1.533 1.462 -0.1374
H 3.264 0.177 -0.747 0.1276
H -2.156 2.131 -1.495 0.1015
C 0.034 -1.923 -0.255 -0.5047
H 1.022 2.462 1.309 0.1060
H -0.497 2.487 -0.829 0.0930
C 0.442 -1.873 -1.737 -0.1250
H -3.079 2.240 1.282 0.0977
H -0.790 0.978 -1.660 0.0335
C -1.264 1.669 -1.002 -0.1288
H 1.162 -1.099 -2.032 0.0564
H -2.083 -2.215 -0.529 0.1001
N 2.661 -0.223 -0.099 0.1727
C 1.887 1.780 1.057 -0.1030
H -2.690 0.855 2.105 0.0498
H 0.818 -2.882 -2.008 0.1031
H 2.274 1.374 2.082 0.1258
C -1.729 0.819 0.214 -0.4294
Si -0.110 -0.228 0.623 0.8012
C 1.471 0.727 0.054 -0.4023
H 2.708 2.374 0.893 0.0441
H 1.297 1.168 -0.884 0.0826
H -2.620 0.327 -0.172 0.1048
H 0.051 -0.546 2.011 0.0142
H -1.507 -2.948 1.004 0.0753
H -0.292 -1.562 -2.453 0.0756
C -1.228 -2.741 -0.008 -0.1220
H 0.797 -2.573 0.222 0.1032
H 2.329 -1.264 -0.442 0.1995
H -1.519 2.227 1.940 0.0757
```

Calculated values
- ΔE to the lowest compared entry with this formula, charge and spin: 0.00 kcal/mol
- HOMO level: -13.31 eV
- LUMO level: -3.23 eV
- Total charge: +1
- Total energy: -661.96146 hartree

---

Question: Which of these has the lowest total energy?
Answer: C8H22F6N9O10S2Zn

---

Question: The lowest total energy belongs to which entry?
Answer: C8H22F6N9O10S2Zn